Record 1
The following is a quantum chemistry calculation of an isolated ion of composition C5H8N and charge +1 at a distorted geometry, from the Open Molecules 2025 dataset.

Element x y z (Å)
C (0.645, 2.753, 1.480)
C (0.404, -1.890, -0.624)
C (-1.021, -1.588, -0.840)
C (-0.014, 0.641, 0.278)
C (-0.032, -0.455, -1.014)
N (0.380, 1.773, 0.782)
H (0.152, 3.823, 1.394)
H (1.582, 2.605, 2.064)
H (0.683, -1.984, 0.349)
H (1.004, -2.390, -1.290)
H (-1.620, -1.987, -1.641)
H (-1.474, -1.521, 0.217)
H (-0.907, 0.202, 0.835)
H (0.220, 0.018, -1.991)

Values from the calculation:
Lowest unoccupied orbital energy, eV: -4.88
Net charge: +1
Multiplicity: 1
Relative energy (zero: lowest compared OMol25 entry of this formula, charge and spin), kJ/mol: 417.8
SMILES: C=[N+]=CC1CC1
Molar mass, g mol⁻¹: 82.13

Record 2
The following is a quantum chemistry calculation of a 2-piece molecular cluster, C7H10BNO overall at a distorted geometry, from the Open Molecules 2025 dataset.

Element x y z (Å)
B (0.946, -0.593, -0.084)
C (-2.979, 1.211, -0.185)
C (-2.153, 1.344, 0.947)
C (-2.505, 0.408, -1.197)
C (-0.954, 0.681, 1.008)
C (-1.337, -0.302, -1.115)
C (-0.466, -0.094, -0.029)
C (3.287, -0.964, 0.802)
N (1.803, -0.988, 0.912)
O (1.723, 0.015, -1.896)
H (-3.837, 1.754, -0.247)
H (-2.485, 1.911, 1.718)
H (-3.050, 0.230, -2.026)
H (-0.312, 0.772, 1.991)
H (-0.896, -0.785, -1.897)
H (3.707, -1.912, 0.274)
H (3.592, -0.166, 0.030)
H (3.663, -0.908, 1.782)
H (1.392, -1.457, 1.646)
H (0.858, -0.155, -2.435)

Values from the calculation:
Lowest unoccupied orbital energy, eV: 0.49
Net charge: 0
Multiplicity: 1
Relative energy (zero: lowest compared OMol25 entry of this formula, charge and spin), kJ/mol: 218.1
Molar mass, g mol⁻¹: 134.98

Record 3
The following is a quantum chemistry calculation of C3H7N5 in the gas phase at a distorted geometry, from the Open Molecules 2025 dataset.

Element x y z (Å)
C (-1.084, -0.553, -0.071)
C (1.289, -1.229, 0.027)
C (0.432, 1.959, -0.392)
H (-1.460, 0.687, 1.546)
H (-2.815, 0.125, 0.678)
H (-0.952, -1.828, -1.464)
H (1.058, -2.211, -0.368)
H (2.715, -0.169, 0.865)
H (1.051, 2.818, -0.749)
H (-0.473, 2.186, 0.195)
N (-1.850, 0.190, 0.770)
N (-1.696, -1.490, -0.764)
N (0.314, -0.218, -0.039)
N (2.531, -1.116, 0.384)
N (0.940, 0.848, -0.617)

Values from the calculation:
Lowest unoccupied orbital energy, eV: 0.68
Net charge: 0
Multiplicity: 1
Relative energy (zero: lowest compared OMol25 entry of this formula, charge and spin), kJ/mol: 259.4
SMILES: [H]/N=C\N(N=C)/C(N)=N\[H]
Molar mass, g mol⁻¹: 113.12

Record 4
The following is a quantum chemistry calculation of C26H58InP4S as an isolated structure at a distorted geometry, from the Open Molecules 2025 dataset.

Element x y z (Å)
In (0.473, -0.225, 1.012)
P (0.634, 1.824, 2.728)
P (2.698, -1.494, 1.162)
P (-1.013, -1.707, 2.398)
H (-0.745, -0.488, -1.758)
C (-1.471, -0.479, -0.943)
C (-1.893, 0.673, -0.364)
H (-1.544, 1.656, -0.692)
C (1.286, 3.498, 2.385)
C (1.627, 1.311, 4.175)
C (-1.006, 2.186, 3.453)
C (2.664, -2.850, -0.052)
C (4.347, -0.751, 0.965)
C (2.808, -2.314, 2.786)
C (-2.784, -1.350, 2.313)
C (-0.604, -1.751, 4.157)
C (-0.751, -3.374, 1.744)
H (-1.865, -1.449, -0.653)
H (-2.567, 0.678, 0.494)
H (0.693, 3.992, 1.607)
H (2.329, 3.438, 2.045)
H (1.251, 4.108, 3.297)
H (2.668, 1.136, 3.864)
H (1.235, 0.386, 4.621)
H (1.613, 2.111, 4.933)
H (-1.684, 2.542, 2.664)
H (-0.906, 2.972, 4.216)
H (-1.446, 1.290, 3.912)
H (3.554, -3.475, 0.108)
H (2.685, -2.428, -1.068)
H (1.754, -3.456, 0.063)
H (5.082, -1.498, 1.280)
H (4.438, 0.143, 1.601)
H (4.524, -0.468, -0.079)
H (3.783, -2.821, 2.821)
H (2.009, -3.053, 2.928)
H (2.762, -1.569, 3.595)
H (-3.299, -2.112, 2.912)
H (-3.148, -1.390, 1.281)
H (-2.986, -0.352, 2.726)
H (-1.212, -2.555, 4.595)
H (-0.858, -0.795, 4.635)
H (0.461, -1.967, 4.318)
H (-1.430, -4.048, 2.281)
H (0.288, -3.705, 1.880)
H (-0.987, -3.404, 0.672)
C (-5.040, -4.745, -0.527)
C (-4.979, -5.999, -1.169)
C (-5.842, -6.261, -2.242)
C (-6.782, -5.320, -2.652)
C (-6.886, -4.104, -1.967)
C (-6.039, -3.821, -0.894)
S (-3.920, -4.238, 0.715)
H (-2.918, -5.178, 0.611)
H (-4.241, -6.733, -0.838)
H (-5.767, -7.214, -2.767)
H (-7.444, -5.523, -3.503)
H (-7.621, -3.360, -2.263)
H (-6.107, -2.880, -0.348)
C (-1.011, 1.963, -3.423)
C (0.518, 1.873, -3.423)
C (1.076, 2.777, -4.522)
P (1.236, 2.081, -1.697)
C (3.054, 1.584, -1.680)
C (3.740, 1.574, -3.049)
C (3.885, 2.339, -0.645)
C (1.272, 3.904, -1.308)
C (2.071, 4.787, -2.260)
C (-0.151, 4.450, -1.106)
H (-1.352, 2.966, -3.139)
H (-1.459, 1.227, -2.747)
H (-1.365, 1.758, -4.448)
H (0.813, 0.836, -3.653)
H (0.617, 3.770, -4.508)
H (2.167, 2.886, -4.514)
H (0.816, 2.323, -5.490)
H (2.961, 0.528, -1.350)
H (3.960, 2.583, -3.417)
H (4.707, 1.068, -2.938)
H (3.164, 1.030, -3.804)
H (3.471, 2.256, 0.373)
H (3.980, 3.407, -0.902)
H (4.903, 1.913, -0.618)
H (1.761, 3.932, -0.317)
H (1.548, 4.949, -3.207)
H (2.187, 5.770, -1.771)
H (3.081, 4.398, -2.457)
H (-0.751, 3.839, -0.422)
H (-0.091, 5.456, -0.675)
H (-0.687, 4.536, -2.054)

Values from the calculation:
Lowest unoccupied orbital energy, eV: -10.05
Net charge: +3
Multiplicity: 1
Relative energy (zero: lowest compared OMol25 entry of this formula, charge and spin), kJ/mol: 82.6
Molar mass, g mol⁻¹: 641.53

Record 5
The following is a quantum chemistry calculation of a 2-piece molecular cluster, C5H12O2 overall, from the Open Molecules 2025 dataset.

Element x y z (Å)
C (-1.375, -0.613, 1.314)
O (-0.203, -0.373, 0.557)
C (-0.338, 0.628, -0.461)
C (-0.587, 2.005, 0.143)
C (0.946, 0.585, -1.275)
C (2.131, -2.756, -0.074)
O (0.840, -2.742, -0.269)
H (-1.594, 0.222, 1.990)
H (-1.188, -1.509, 1.910)
H (-2.241, -0.786, 0.660)
H (-1.192, 0.348, -1.100)
H (0.217, 2.259, 0.842)
H (-1.542, 2.057, 0.674)
H (-0.610, 2.760, -0.650)
H (1.802, 0.836, -0.639)
H (0.898, 1.305, -2.097)
H (1.109, -0.410, -1.699)
H (2.382, -1.732, 0.344)
H (0.406, -1.887, -0.011)

Values from the calculation:
Lowest unoccupied orbital energy, eV: 0.79
Net charge: 0
Multiplicity: 1
Relative energy (zero: lowest compared OMol25 entry of this formula, charge and spin), kJ/mol: 374.7
Molar mass, g mol⁻¹: 104.15

Record 6
The following is a quantum chemistry calculation of C4H6O2 in the gas phase, from the Open Molecules 2025 dataset.

Element x y z (Å)
C (1.618, 0.070, -0.208)
O (1.241, -0.334, 1.108)
C (0.228, -0.058, 0.180)
C (-0.876, 0.937, 0.462)
O (-1.822, 0.083, -0.206)
C (-0.844, -0.953, -0.412)
H (2.087, -0.731, -0.776)
H (2.018, 1.070, -0.353)
H (-0.811, 1.942, 0.028)
H (-1.076, 1.011, 1.539)
H (-1.066, -1.884, 0.120)
H (-0.696, -1.152, -1.481)

Values from the calculation:
Lowest unoccupied orbital energy, eV: 0.96
Net charge: 0
Multiplicity: 1
Relative energy (zero: lowest compared OMol25 entry of this formula, charge and spin), kJ/mol: 282.2
SMILES: C1OCC12CO2
Molar mass, g mol⁻¹: 86.09